No. 1
{"formula": "C27H49Cl3F9NO31PS5", "method": "ωB97M-V with the def2-TZVPD basis set", "homo_energy_ev": -5.014, "total_charge": -1, "multiplicity": 1, "elements": ["Cl", "Cl", "Cl", "S", "S", "S", "S", "S", "P", "F", "F", "F", "F", "F", "F", "F", "F", "F", "O", "O", "O", "O", "O", "O", "O", "O", "O", "O", "O", "O", "O", "O", "O", "O", "O", "O", "O", "O", "O", "O", "O", "O", "O", "O", "O", "O", "O", "O", "O", "N", "C", "C", "C", "C", "C", "C", "C", "C", "C", "C", "C", "C", "C", "C", "C", "C", "C", "C", "C", "C", "C", "C", "C", "C", "C", "C", "C", "H", "H", "H", "H", "H", "H", "H", "H", "H", "H", "H", "H", "H", "H", "H", "H", "H", "H", "H", "H", "H", "H", "H", "H", "H", "H", "H", "H", "H", "H", "H", "H", "H", "H", "H", "H", "H", "H", "H", "H", "H", "H", "H", "H", "H", "H", "H", "H", "H"], "coordinates": [[15.030, 13.728, -18.504], [13.669, 11.365, -17.394], [15.518, 12.985, -15.722], [21.972, 14.981, -26.953], [27.980, 11.603, -23.300], [18.062, 8.259, -12.223], [12.013, 8.781, -22.842], [13.881, 16.786, -24.903], [19.809, 10.362, -20.731], [20.981, 11.488, -20.796], [19.615, 10.552, -19.138], [18.725, 11.496, -21.149], [18.754, 9.161, -20.742], [19.973, 9.970, -22.292], [14.785, 3.749, -18.308], [16.489, 5.002, -19.057], [20.932, 9.224, -20.461], [16.861, 3.252, -17.991], [29.242, 12.305, -22.972], [12.799, 8.969, -21.371], [12.794, 17.561, -24.270], [15.344, 17.696, -24.746], [21.449, 15.808, -28.003], [11.144, 7.613, -22.852], [16.721, 7.424, -12.613], [14.924, 3.058, -20.986], [23.982, 13.449, -15.244], [21.017, 13.757, -26.536], [19.026, 7.362, -11.555], [14.460, 15.697, -23.818], [27.553, 11.344, -24.665], [22.420, 15.720, -25.820], [24.912, 6.159, -14.902], [18.407, 8.438, -13.860], [17.695, 9.494, -11.533], [26.737, 12.266, -22.428], [23.110, 14.007, -27.587], [25.486, 13.185, -16.939], [17.141, 3.057, -21.135], [11.540, 10.094, -23.368], [21.697, 19.160, -16.967], [26.512, 6.644, -16.445], [20.257, 20.464, -15.741], [13.484, 8.378, -23.534], [25.288, 11.619, -15.217], [27.860, 10.153, -22.457], [24.241, 6.819, -16.863], [13.646, 16.304, -26.255], [19.810, 18.327, -16.541], [20.012, 6.182, -22.864], [16.385, 16.771, -24.592], [14.539, 8.237, -22.610], [21.765, 12.603, -26.218], [15.904, 15.614, -23.761], [13.884, 8.128, -21.262], [24.702, 11.723, -13.915], [16.007, 3.739, -18.896], [22.271, 12.139, -14.338], [16.080, 2.823, -20.242], [25.323, 6.648, -16.081], [26.475, 9.831, -22.270], [25.822, 11.198, -21.995], [20.545, 19.411, -16.352], [16.167, 7.726, -13.880], [12.695, 2.880, -21.725], [13.761, 2.287, -20.788], [21.525, 18.149, -17.893], [22.236, 5.658, -16.955], [17.420, 7.941, -14.760], [19.495, 16.515, -18.062], [15.138, 12.327, -17.352], [20.475, 17.281, -17.172], [24.987, 12.797, -15.887], [23.517, 6.025, -14.802], [23.044, 6.601, -16.162], [22.978, 12.607, -27.140], [23.665, 12.791, -14.102], [13.377, 2.278, -19.768], [12.580, 3.964, -21.749], [22.501, 17.688, -18.039], [24.893, 11.258, -22.562], [17.271, 8.662, -15.564], [11.711, 2.444, -21.552], [16.017, 1.754, -20.040], [24.323, 10.745, -13.618], [26.316, 9.107, -21.470], [26.052, 9.304, -23.125], [16.134, 15.782, -22.708], [21.153, 18.409, -18.885], [15.904, 11.726, -17.841], [22.509, 7.545, -16.057], [17.159, 17.299, -24.036], [19.453, 5.472, -22.414], [22.913, 11.803, -27.873], [25.503, 11.298, -20.957], [21.221, 5.670, -16.558], [20.948, 16.684, -16.391], [15.507, 6.979, -14.321], [16.644, 16.385, -25.577], [13.961, 1.228, -20.949], [23.883, 12.349, -26.589], [20.239, 6.806, -22.103], [14.672, 8.451, -20.582], [13.550, 7.169, -20.865], [17.689, 6.926, -15.053], [23.765, 13.519, -13.298], [21.521, 12.832, -14.719], [20.846, 5.647, -23.057], [18.957, 15.889, -17.350], [18.860, 17.223, -18.594], [19.557, 6.564, -23.682], [22.672, 4.662, -17.024], [15.072, 7.332, -22.902], [23.134, 6.697, -14.034], [12.986, 2.416, -22.668], [20.132, 15.822, -18.612], [22.257, 11.424, -15.160], [25.478, 12.152, -13.281], [22.125, 12.714, -25.195], [16.258, 14.630, -24.066], [15.479, 8.569, -13.826], [21.845, 11.650, -13.462], [22.099, 5.921, -18.004], [21.252, 11.643, -26.267], [15.226, 9.080, -22.676], [23.275, 4.963, -14.754]]}


No. 2
{"formula": "C14H28F6KNO10S2", "method": "ωB97M-V with the def2-TZVPD basis set", "homo_energy_ev": [-11.349, -11.349], "total_charge": 1, "multiplicity": 2, "elements": ["K", "S", "S", "F", "F", "F", "F", "F", "F", "O", "O", "O", "O", "O", "O", "O", "O", "O", "O", "N", "C", "C", "C", "C", "C", "C", "C", "C", "C", "C", "C", "C", "C", "C", "H", "H", "H", "H", "H", "H", "H", "H", "H", "H", "H", "H", "H", "H", "H", "H", "H", "H", "H", "H", "H", "H", "H", "H", "H", "H", "H", "H"], "coordinates": [[-0.938, -0.766, -1.196], [-0.679, -1.418, -5.284], [0.355, -3.011, -3.433], [-1.681, -4.770, -2.944], [-1.003, -4.739, -4.978], [0.293, -5.652, -3.414], [-2.302, -0.268, -7.021], [-3.336, -0.917, -5.251], [-2.131, 0.961, -5.283], [-2.291, -0.897, 1.228], [-2.415, 1.282, -0.339], [3.414, 0.714, 3.178], [-0.883, -2.488, -6.257], [1.676, 0.009, 0.285], [0.612, -0.669, -5.537], [3.957, 1.020, 6.149], [0.715, -2.850, -2.003], [-0.637, 1.464, -2.571], [1.466, -3.065, -4.380], [-0.843, -1.773, -3.804], [0.795, 1.108, 0.635], [-3.182, 0.071, 1.646], [-2.213, -0.301, -5.690], [-0.604, -4.706, -3.714], [-3.556, 0.844, 0.383], [2.687, 1.138, 5.460], [2.260, -0.708, 1.311], [3.469, 0.031, 1.957], [4.021, 1.758, 7.364], [-1.661, 2.468, -2.353], [0.310, 1.928, -3.449], [-2.850, 1.912, -1.568], [2.528, 0.203, 4.225], [-1.703, -1.627, 2.265], [-3.907, 1.794, 0.785], [1.200, 2.090, 0.879], [0.045, 1.921, -4.507], [1.314, 1.507, -3.403], [-3.547, 2.719, -1.345], [-1.078, -0.960, 2.858], [0.028, 0.886, 1.377], [1.478, 0.175, 3.934], [-2.134, 2.795, -3.279], [4.095, 2.843, 7.287], [4.138, -0.777, 2.253], [-4.081, -0.349, 2.097], [-1.296, 3.316, -1.773], [-3.291, 1.268, -2.329], [1.924, 0.872, 6.191], [1.477, -0.908, 2.043], [2.821, -0.822, 4.450], [-2.463, -2.082, 2.900], [2.271, 2.123, 5.251], [3.118, 1.650, 7.965], [3.941, 0.728, 1.265], [-4.410, 0.437, -0.158], [-1.013, -2.426, 1.995], [-2.695, 0.721, 2.373], [4.825, 1.391, 8.002], [0.280, 1.465, -0.257], [0.639, 2.964, -3.372], [2.668, -1.631, 0.900]]}


No. 3
{"formula": "C2H4NP", "method": "ωB97M-V with the def2-TZVPD basis set", "homo_energy_ev": -8.063, "e_above_lowest_kcal_mol": 85.43, "smiles": "PN1C=C1", "multiplicity": 1, "elements": ["P", "N", "C", "C", "H", "H", "H", "H"], "coordinates": [[-1.570, 0.517, 0.011], [0.090, 0.199, 0.826], [1.031, -0.507, -0.128], [1.259, 0.742, 0.063], [1.831, 1.591, -0.207], [-2.284, -0.300, 0.834], [-1.321, -0.770, -0.861], [0.963, -1.472, -0.537]]}


Calculated E_tot (eV), listed in the same order as above: -219242.8799; -91223.3503; -12912.8247
Calculated molecular weight (g/mol), listed in the same order as above: 1352.3; 587.6; 73.0